Density functional theory data (the ωB97M-V functional and the def2-TZVPD basis) for a structure of composition C59H132LiN7O12P2 at a distorted geometry.

The total energy comes out at -4302.57340 Ha. The molecular weight comes out at 1200.6 g mol⁻¹. The calculation puts the HOMO energy at -0.401 hartree. Its strongest force on any atom is 6.53 eV/Å.

```
! wB97M-V def2-TZVPD RIJCOSX def2/J DEFGRID3
* xyz 2 1
Li -23.385 -26.251 20.917
C -31.637 -32.000 27.125
C -31.454 -33.345 26.472
C -30.076 -33.912 26.658
C -28.991 -33.071 25.883
P -27.372 -33.846 25.849
C -26.683 -34.368 27.460
C -25.144 -34.630 27.649
C -24.733 -34.729 29.094
C -24.461 -33.404 29.919
C -27.552 -35.418 24.881
C -26.256 -36.045 24.340
C -26.372 -37.578 24.239
C -27.107 -37.896 22.808
C -26.243 -32.685 25.110
C -26.542 -32.319 23.640
C -25.478 -31.442 23.044
C -25.729 -31.328 21.551
H -30.879 -31.332 26.715
H -31.592 -32.038 28.213
H -32.612 -31.644 26.790
H -31.629 -33.283 25.398
H -32.145 -34.130 26.778
H -30.063 -34.967 26.385
H -29.988 -33.933 27.744
H -28.934 -32.122 26.416
H -29.167 -32.882 24.823
H -27.187 -35.315 27.649
H -27.108 -33.629 28.139
H -24.588 -33.858 27.117
H -24.770 -35.578 27.262
H -23.751 -35.194 29.181
H -25.393 -35.446 29.583
H -23.999 -33.556 30.895
H -25.376 -32.829 30.064
H -23.787 -32.724 29.398
H -28.234 -35.291 24.040
H -27.938 -36.206 25.528
H -25.423 -35.834 25.011
H -25.874 -35.789 23.352
H -26.800 -38.065 25.115
H -25.354 -37.965 24.223
H -27.029 -38.920 22.444
H -26.743 -37.357 21.933
H -28.164 -37.641 22.898
H -25.312 -33.250 25.079
H -26.036 -31.728 25.588
H -27.506 -31.861 23.422
H -26.714 -33.272 23.138
H -24.414 -31.643 23.165
H -25.580 -30.402 23.353
H -25.124 -30.538 21.106
H -26.762 -31.021 21.387
H -25.546 -32.284 21.060
C -19.770 -28.629 16.742
C -20.363 -28.761 15.248
C -21.163 -27.511 14.827
C -21.579 -27.277 13.336
P -23.105 -26.301 12.908
C -23.887 -26.842 11.313
C -24.970 -27.995 11.171
C -25.281 -28.222 9.696
C -26.626 -28.796 9.363
C -24.335 -26.282 14.314
C -24.859 -27.640 14.857
C -25.824 -27.510 16.108
C -25.243 -26.726 17.234
C -22.510 -24.556 12.629
C -21.254 -24.289 13.555
C -20.794 -22.909 13.326
C -19.714 -22.470 14.349
H -18.720 -28.339 16.700
H -19.806 -29.510 17.383
H -20.178 -27.829 17.359
H -20.887 -29.712 15.161
H -19.570 -28.787 14.500
H -20.512 -26.678 15.092
H -22.071 -27.363 15.412
H -21.875 -28.253 12.952
H -20.717 -26.883 12.798
H -23.084 -26.868 10.576
H -24.380 -25.889 11.122
H -25.799 -27.795 11.849
H -24.483 -28.887 11.565
H -24.434 -28.751 9.260
H -25.127 -27.218 9.301
H -27.402 -28.037 9.273
H -26.899 -29.443 10.197
H -26.547 -29.374 8.442
H -25.033 -25.510 13.991
H -23.702 -25.865 15.098
H -24.054 -28.358 15.010
H -25.472 -28.118 14.092
H -26.075 -28.499 16.493
H -26.801 -27.095 15.860
H -24.249 -27.104 17.474
H -25.813 -26.804 18.160
H -25.110 -25.671 16.996
H -23.320 -23.847 12.798
H -22.202 -24.538 11.584
H -20.471 -25.033 13.407
H -21.491 -24.294 14.619
H -21.613 -22.189 13.300
H -20.320 -22.821 12.349
H -18.721 -22.770 14.013
H -20.012 -22.495 15.397
H -19.694 -21.384 14.264
C -18.496 -27.225 26.928
C -19.660 -26.935 25.972
C -20.876 -27.787 26.145
C -22.069 -27.267 25.364
N -23.358 -28.083 25.548
C -24.351 -27.908 24.446
C -25.650 -27.313 24.948
C -25.189 -26.564 26.183
C -24.143 -27.500 26.750
C -23.154 -29.613 25.741
H -18.460 -28.307 27.060
H -18.662 -26.767 27.902
H -17.586 -26.747 26.566
H -19.397 -26.812 24.921
H -19.951 -25.897 26.138
H -21.040 -28.051 27.190
H -20.619 -28.711 25.626
H -21.863 -27.359 24.297
H -22.277 -26.217 25.570
H -24.470 -28.861 23.930
H -23.900 -27.256 23.697
H -26.432 -28.067 25.043
H -26.084 -26.566 24.283
H -25.944 -26.601 26.969
H -24.999 -25.500 26.044
H -24.611 -28.298 27.326
H -23.481 -27.026 27.475
H -22.688 -29.820 26.705
H -22.550 -30.030 24.935
H -24.178 -29.983 25.686
C -16.703 -21.717 16.700
C -17.568 -21.863 17.876
C -17.491 -23.192 18.699
C -18.324 -23.381 19.919
N -18.197 -24.667 20.788
C -19.404 -24.680 21.767
C -18.891 -23.710 22.889
C -17.399 -23.739 22.920
C -16.970 -24.597 21.722
C -18.341 -25.983 19.911
H -17.281 -21.366 15.845
H -16.285 -22.686 16.428
H -15.874 -21.028 16.863
H -18.608 -21.754 17.566
H -17.318 -21.027 18.529
H -16.424 -23.315 18.886
H -17.690 -24.003 17.999
H -19.371 -23.251 19.644
H -18.208 -22.589 20.659
H -19.290 -25.619 22.309
H -20.348 -24.533 21.242
H -19.325 -24.147 23.788
H -19.213 -22.695 22.653
H -16.983 -24.063 23.874
H -17.023 -22.725 22.785
H -16.663 -25.637 21.835
H -16.203 -24.090 21.137
H -19.353 -26.240 19.595
H -18.058 -26.857 20.498
H -17.562 -25.978 19.149
C -26.764 -22.981 24.987
C -27.929 -22.619 24.114
C -27.738 -22.734 22.578
C -26.776 -21.667 21.921
N -26.445 -22.018 20.451
C -25.173 -22.909 20.392
C -23.950 -22.029 20.275
C -24.455 -20.546 20.199
C -25.911 -20.784 19.728
C -27.566 -22.693 19.670
H -26.866 -22.831 26.061
H -25.902 -22.371 24.715
H -26.342 -23.978 24.869
H -28.364 -21.712 24.534
H -28.608 -23.418 24.410
H -28.718 -22.571 22.130
H -27.518 -23.746 22.238
H -25.848 -21.537 22.479
H -27.280 -20.701 21.922
H -25.187 -23.555 19.514
H -24.977 -23.456 21.315
H -23.421 -22.226 19.343
H -23.204 -22.242 21.041
H -23.889 -19.883 19.546
H -24.540 -20.023 21.152
H -25.800 -21.083 18.686
H -26.605 -19.977 19.963
H -28.464 -22.079 19.744
H -27.740 -23.602 20.246
H -27.256 -22.800 18.630
N -22.823 -23.868 23.436
O -21.825 -23.716 24.147
O -22.997 -24.812 22.645
O -23.719 -23.046 23.483
N -21.359 -28.930 21.387
O -20.947 -29.415 20.301
O -21.963 -27.800 21.661
O -21.096 -29.588 22.454
N -21.845 -24.939 18.369
O -22.490 -25.671 19.136
O -21.593 -23.817 18.787
O -21.439 -25.313 17.260
N -26.521 -26.925 21.091
O -27.237 -26.186 21.701
O -25.352 -26.701 21.020
O -26.841 -27.939 20.432
*
```

Density functional theory data (the ωB97M-V functional and the def2-TZVPD basis) for a structure of composition C59H45Br2N7O4SeW at a distorted geometry.

The energy above the lowest of the compared OMol25 structures with the same formula, charge and spin comes out at 0.907 eV. The total energy comes out at -10575.57083 Ha. The molecular weight comes out at 1338.7 g mol⁻¹. The calculation puts the HOMO energy (alpha / beta) at -0.438 / -0.438 hartree. Its strongest force on any atom is 2.26 eV/Å.

```
! wB97M-V def2-TZVPD RIJCOSX def2/J DEFGRID3
* xyz 2 1
W -0.716 0.240 -0.186
C 6.117 0.416 6.999
O 6.077 1.173 5.749
C 4.991 1.049 5.016
C 3.809 0.381 5.456
C 2.702 0.183 4.676
C 2.746 0.668 3.341
C 3.883 1.344 2.897
C 4.972 1.588 3.727
C 1.587 0.531 2.437
C 1.016 -0.696 2.181
C 1.579 -1.927 2.652
C 0.752 -2.934 2.203
C -0.396 -2.309 1.588
N -0.124 -0.958 1.413
C -1.647 -2.861 1.324
C -2.634 -2.029 0.868
C -4.039 -2.425 0.843
C -4.698 -1.375 0.377
C -3.807 -0.310 0.089
C -4.143 0.946 -0.327
C -5.525 1.208 -0.841
C -6.504 1.765 -0.051
C -7.737 2.139 -0.567
C -8.030 1.873 -1.891
O -9.264 2.151 -2.327
C -9.570 1.838 -3.695
C -7.089 1.242 -2.682
C -5.818 0.950 -2.165
C -3.252 2.041 -0.383
N -1.905 1.992 -0.229
C -1.385 3.182 -0.782
C -0.055 3.504 -1.052
C 0.321 4.323 -2.173
C 1.605 4.899 -2.247
C 2.065 5.280 -3.462
C 1.270 5.347 -4.610
O 1.845 5.823 -5.716
C 0.984 5.934 -6.840
C -0.021 4.832 -4.541
C -0.480 4.301 -3.339
C 0.832 2.971 -0.052
C 1.603 3.764 0.809
C 1.776 2.993 1.954
C 1.271 1.700 1.703
N 0.649 1.710 0.452
C -2.479 4.018 -1.102
C -3.619 3.344 -0.864
N -2.508 -0.715 0.419
C -2.036 -4.206 1.900
C -1.747 -5.346 1.232
C -1.933 -6.653 1.769
C -2.487 -6.718 3.037
O -2.739 -7.825 3.755
C -2.404 -9.069 3.153
C -2.930 -5.543 3.679
C -2.718 -4.310 3.165
H 7.142 0.505 7.302
H 5.889 -0.625 6.804
H 5.444 0.886 7.724
H 3.755 0.104 6.482
H 1.796 -0.254 5.119
H 3.868 1.721 1.907
H 5.807 2.098 3.345
H 2.602 -1.946 3.082
H 0.911 -4.001 2.355
H -4.403 -3.391 1.147
H -5.748 -1.245 0.275
H -6.290 1.911 0.975
H -8.442 2.651 0.085
H -10.548 2.272 -3.926
H -9.582 0.765 -3.771
H -8.874 2.295 -4.417
H -7.310 1.043 -3.714
H -5.113 0.494 -2.826
H 2.299 5.020 -1.437
H 3.068 5.655 -3.576
H 0.468 4.973 -7.007
H 1.550 6.143 -7.754
H 0.194 6.664 -6.670
H -0.622 4.762 -5.441
H -1.435 3.781 -3.264
H 1.652 4.841 0.835
H 2.284 3.299 2.851
H -2.419 5.008 -1.563
H -4.653 3.634 -0.923
H -1.277 -5.221 0.238
H -1.755 -7.520 1.167
H -2.670 -9.810 3.885
H -1.389 -9.130 2.928
H -3.042 -9.216 2.280
H -3.488 -5.617 4.617
H -3.067 -3.478 3.705
Br 1.559 1.107 -5.175
C 3.113 2.119 -4.828
Br 3.659 1.967 -2.976
H 2.839 3.158 -4.961
H 3.860 1.732 -5.465
Se -1.489 -0.003 -2.297
N 9.380 -4.008 -0.030
C 8.294 -3.682 -0.007
C 6.965 -3.164 -0.208
C 5.857 -3.853 0.276
C 4.570 -3.335 0.079
C 4.486 -2.147 -0.635
C 5.569 -1.426 -1.130
C 6.845 -1.957 -0.906
N 3.174 -1.691 -0.968
C 2.535 -1.914 -2.181
C 1.386 -1.210 -2.170
N 1.249 -0.604 -0.921
C 2.367 -0.929 -0.224
H 6.031 -4.759 0.855
H 3.641 -3.826 0.375
H 5.390 -0.497 -1.684
H 7.747 -1.425 -1.209
H 3.020 -2.538 -2.920
H 0.663 -1.092 -2.945
H 2.674 -0.521 0.697
*
```

Density functional theory data (the ωB97M-V functional and the def2-TZVPD basis) for a structure of composition C59H46MgN5O4S3Se at a distorted geometry.

The energy above the lowest of the compared OMol25 structures with the same formula, charge and spin comes out at 0.962 eV. The total energy comes out at -6646.83439 Ha. The molecular weight comes out at 1088.5 g mol⁻¹. The calculation puts the HOMO energy at -0.179 hartree. Its strongest force on any atom is 1.52 eV/Å.

```
! wB97M-V def2-TZVPD RIJCOSX def2/J DEFGRID3
* xyz -1 1
Mg 0.790 -1.809 -0.329
C 2.725 4.324 -4.028
C 2.137 3.569 -2.867
C 2.447 3.920 -1.555
C 1.860 3.265 -0.486
C 0.947 2.250 -0.725
C 0.639 1.878 -2.022
C 1.239 2.529 -3.086
S 0.089 1.416 0.636
O -0.050 -0.004 0.154
C -1.566 2.076 0.104
C -1.530 3.356 -0.506
C -2.549 3.841 -1.263
C -3.634 2.994 -1.574
C -4.633 3.367 -2.500
C -5.692 2.543 -2.756
C -5.768 1.292 -2.120
C -4.820 0.910 -1.212
C -3.739 1.764 -0.881
C -2.761 1.381 0.118
C -3.336 0.459 1.157
C -4.602 0.972 1.661
C -4.916 2.356 1.612
C -6.106 2.839 2.082
C -7.063 1.970 2.636
C -6.768 0.643 2.762
C -5.530 0.126 2.315
C -5.168 -1.217 2.539
C -3.884 -1.594 2.306
C -2.935 -0.759 1.676
S -1.247 -1.504 1.893
O -1.535 -2.633 2.806
C -0.657 -0.229 3.068
C -1.397 0.754 3.711
C -0.788 1.577 4.646
C 0.567 1.453 4.942
C 1.211 2.353 5.963
C 1.297 0.465 4.293
C 0.688 -0.373 3.377
H 3.797 4.482 -3.898
H 2.252 5.305 -4.119
H 2.562 3.783 -4.959
H 3.146 4.728 -1.369
H 2.100 3.544 0.532
H -0.076 1.085 -2.195
H 0.996 2.222 -4.095
H -0.662 3.975 -0.330
H -2.513 4.845 -1.665
H -4.536 4.318 -3.010
H -6.464 2.842 -3.453
H -6.586 0.622 -2.352
H -4.882 -0.070 -0.759
H -4.182 3.053 1.233
H -6.309 3.901 2.040
H -8.011 2.358 2.986
H -7.466 -0.038 3.233
H -5.883 -1.909 2.965
H -3.531 -2.571 2.608
H -2.453 0.877 3.520
H -1.382 2.330 5.150
H 0.573 2.461 6.841
H 1.376 3.350 5.548
H 2.175 1.957 6.276
H 2.354 0.345 4.500
H 1.260 -1.150 2.886
C 7.674 2.389 -2.752
C 6.628 1.777 -1.859
C 6.903 1.540 -0.515
C 5.964 0.928 0.301
C 4.743 0.554 -0.230
C 4.447 0.786 -1.565
C 5.391 1.396 -2.374
S 3.515 -0.239 0.800
O 2.642 0.841 1.212
O 4.213 -0.868 1.900
N 2.755 -1.220 -0.168
C 3.311 -2.418 -0.481
C 4.650 -2.779 -0.228
C 5.081 -4.037 -0.580
C 4.194 -4.908 -1.202
C 2.907 -4.465 -1.429
N 2.464 -3.262 -1.081
H 8.448 2.887 -2.168
H 7.231 3.117 -3.431
H 8.151 1.609 -3.350
H 7.867 1.826 -0.109
H 6.163 0.728 1.346
H 3.486 0.472 -1.955
H 5.172 1.566 -3.422
H 5.308 -2.080 0.266
H 6.099 -4.341 -0.370
H 4.500 -5.900 -1.503
H 2.184 -5.103 -1.926
C -3.992 -2.810 -3.578
C -3.616 -4.058 -3.096
C -2.622 -4.160 -2.140
C -1.996 -3.012 -1.647
C -2.392 -1.763 -2.121
C -3.376 -1.668 -3.090
N -0.967 -3.067 -0.682
N -0.978 -4.113 0.022
C 0.022 -4.282 0.965
C -0.052 -5.486 1.686
C 0.882 -5.740 2.662
C 1.869 -4.786 2.919
C 1.932 -3.611 2.186
C 1.002 -3.293 1.189
H -4.758 -2.734 -4.339
H -4.099 -4.953 -3.468
H -2.297 -5.122 -1.773
H -1.917 -0.879 -1.714
H -3.661 -0.697 -3.474
H -0.841 -6.191 1.450
H 0.854 -6.663 3.230
H 2.596 -4.980 3.701
H 2.742 -2.918 2.405
Se 0.560 -0.581 -5.195
C 0.671 -1.052 -3.505
N 0.723 -1.344 -2.379
*
```